(1)
DFT (the ωB97M-V functional and the def2-TZVPD basis) results for 2 unconnected molecules or ions with the total composition ClNO2S at a distorted geometry.

Geometry as ORCA input:
```
! RIJCOSX wB97M-V def2-TZVPD def2/J DEFGRID3
* xyz 0 1
N 0.05662 0.83333 -0.56542
O -0.91835 1.31365 -0.11654
O 0.45377 0.60467 -1.65415
S 1.24234 -0.02393 0.69715
Cl -0.83439 -2.72772 1.63896
*
```

The energy relative to the best compared isomer or geometry (same formula, charge and spin) is 3.3919 eV. As for the HOMO energy (spin up / spin down): -0.37963 / -0.39353 hartree.

Atom-resolved charges from natural (NBO), all expressed in e: N 0.48; O -0.31; O -0.32; S 0.14; Cl 0.00

---

(2)
DFT (the ωB97M-V functional and the def2-TZVPD basis) results for a single ClNO3 molecule at a distorted geometry.

Geometry as ORCA input:
```
! RIJCOSX wB97M-V def2-TZVPD def2/J DEFGRID3
* xyz 0 1
O -0.35267 -1.22858 0.03027
N -0.59684 -0.04144 0.03304
O -1.63520 0.52295 0.04956
O 0.47457 0.84475 -0.01759
Cl 2.11014 -0.09768 -0.09528
*
```

The energy relative to the best compared isomer or geometry (same formula, charge and spin) is 0.2481 eV. The structure (SMILES) is O=[N+]([O-])OCl. As for the HOMO energy: -0.44031 hartree.

Atom-resolved charges from natural (NBO), all expressed in e: O -0.35; N 0.71; O -0.30; O -0.31; Cl 0.24

---

(3)
DFT (the ωB97M-V functional and the def2-TZVPD basis) results for a single ClO4 molecule at a distorted geometry.

Geometry as ORCA input:
```
! RIJCOSX wB97M-V def2-TZVPD def2/J DEFGRID3
* xyz 0 2
Cl -0.03084 0.12362 -0.04518
O 0.92740 1.08689 0.44888
O 0.62750 -0.97058 -0.65718
O -0.33757 -0.79275 1.06700
O -1.18651 0.55280 -0.81351
*
```

The energy relative to the best compared isomer or geometry (same formula, charge and spin) is 0.2041 eV. As for the HOMO energy (spin up / spin down): -0.47391 / -0.46435 hartree. The expectation value of S² is 0.759.

Atom-resolved charges from natural (NBO), all expressed in e: Cl 2.45; O -0.70; O -0.57; O -0.49; O -0.68

---

(4)
DFT (the ωB97M-V functional and the def2-TZVPD basis) results for a molecular structure, ClO4Ti at a distorted geometry.

Geometry as ORCA input:
```
! RIJCOSX wB97M-V def2-TZVPD def2/J DEFGRID3
* xyz 0 4
Ti -2.07353 -1.36735 -1.24610
Cl 0.40110 0.30644 0.25649
O -0.07378 0.47705 1.60293
O 0.19893 -1.11904 -0.01143
O -0.25401 1.03126 -0.80324
O 1.80130 0.67163 0.20136
*
```

The energy relative to the best compared isomer or geometry (same formula, charge and spin) is 0.8997 eV. As for the HOMO energy (spin up / spin down): -0.30927 / -0.36924 hartree. The expectation value of S² is 3.751.

Atom-resolved charges from natural (NBO), all expressed in e: Ti 0.94; Cl 2.52; O -0.82; O -0.96; O -0.88; O -0.81

---

(5)
DFT (the ωB97M-V functional and the def2-TZVPD basis) results for a single ClOP molecule at a distorted geometry.

Geometry as ORCA input:
```
! RIJCOSX wB97M-V def2-TZVPD def2/J DEFGRID3
* xyz 0 1
O -0.81989 -0.59881 -1.29542
P -0.06738 0.14938 -0.27138
Cl 0.88726 0.44943 1.56680
*
```

The energy relative to the best compared isomer or geometry (same formula, charge and spin) is 1.5139 eV. The structure (SMILES) is O=PCl. As for the HOMO energy: -0.36297 hartree.

Atom-resolved charges from natural (NBO), all expressed in e: O -0.95; P 1.35; Cl -0.40

---

(6)
DFT (the ωB97M-V functional and the def2-TZVPD basis) results for 2 unconnected molecules or ions with the total composition ClOS2.

Geometry as ORCA input:
```
! RIJCOSX wB97M-V def2-TZVPD def2/J DEFGRID3
* xyz -1 1
O 2.28295 -0.05998 0.55709
S 0.13899 -1.91862 1.21807
S 1.02926 -0.65457 0.11321
Cl -3.45120 2.63317 -1.88837
*
```

The energy relative to the best compared isomer or geometry (same formula, charge and spin) is 0.9060 eV. As for the HOMO energy: -0.12712 hartree.

Atom-resolved charges from natural (NBO), all expressed in e: O -0.83; S -0.26; S 1.09; Cl -1.00

---

The highest energy relative to the best compared isomer or geometry (same formula, charge and spin) belongs to which entry? ClNO2S

---

Which of these has the lowest energy relative to the best compared isomer or geometry (same formula, charge and spin)? ClO4